(1)
Formula: C5H3NO
Source: the OMol25 dataset
Level of theory: the ωB97M-V functional and the def2-TZVPD basis

```
10
Properties=species:S:1:pos:R:3:lowdin_charge:R:1
C 1.368 -0.149 0.005 -0.13
C -0.036 0.021 -0.011 -0.22
C -1.040 -0.917 -0.084 -0.22
O -1.986 1.354 -0.064 0.01
C -0.764 1.283 -0.011 -0.23
H -1.341 -2.034 0.234 0.22
N -2.258 -1.051 -0.146 0.30
H 3.628 -0.413 0.028 0.03
C 2.569 -0.282 0.017 0.12
H -0.140 2.189 0.032 0.14
```

Calculated values
LUMO energy, eV: -1.08
ΔE to the lowest compared entry with this formula, charge and spin, kJ/mol: 478.1
HOMO-LUMO gap, eV: 7.6
Total charge: 0

(2)
Formula: C5H3NO
Source: the OMol25 dataset
Level of theory: the ωB97M-V functional and the def2-TZVPD basis

```
10
Properties=species:S:1:pos:R:3:lowdin_charge:R:1
H -0.311 -1.954 -0.274 0.12
C 0.578 0.068 0.091 -0.26
C -0.035 1.317 0.337 -0.07
C -1.593 -0.192 -0.038 -0.08
C 2.002 -0.159 0.169 -0.16
H 0.668 1.552 -0.510 0.16
N 3.134 -0.374 0.291 0.17
C -0.434 -0.896 -0.126 -0.01
O -1.379 1.124 0.135 0.00
H -2.630 -0.486 -0.076 0.13
```

Calculated values
LUMO energy, eV: -0.09
ΔE to the lowest compared entry with this formula, charge and spin, kJ/mol: 229.6
HOMO-LUMO gap, eV: 9.8
SMILES: N#Cc1ccoc1
Total charge: 0